Record 1
3 unconnected molecules or ions with the total composition C13H33ClN4O5PSi. Source: the OMol25 dataset; level of theory: ωB97M-V with the def2-TZVPD basis set.

Structure (XYZ):
```
58
Properties=species:S:1:pos:R:3
Cl 0.5587 2.1331 4.1367
P -3.1354 -0.5492 0.7727
Si 5.0031 -0.8413 0.8301
O -3.5273 -1.7857 -0.1745
O -2.9278 -1.2103 2.2637
O 4.8193 0.3286 2.0218
O -2.0707 3.4925 -0.7349
O -1.7666 -2.7219 -3.8567
N 0.4224 1.3181 2.6916
N 0.7787 0.3714 0.7534
N -0.7426 0.6986 2.3220
N -1.4091 -0.5168 0.4053
C -3.9577 4.2537 0.5822
C -2.9653 -3.4852 -3.6927
C -0.4927 0.1416 1.1159
C -2.5682 4.5744 0.0586
C 2.7218 1.5711 1.7978
C -3.2112 -4.3918 -4.8848
C 1.3275 1.0940 1.7212
C 3.8277 -2.2561 1.1655
C 3.6152 0.6251 2.6545
C 6.7663 -1.3942 0.9597
C -4.1398 -2.5663 -3.3994
C 4.6743 -0.1771 -0.8873
C -1.5957 4.8960 1.1843
H 4.1995 -3.1263 0.6218
H 3.8466 1.1220 3.5960
H -2.6250 5.4195 -0.6283
H -4.3446 -1.9180 -4.2556
H -3.9196 3.3790 1.2411
H -3.3731 -3.7927 -5.7851
H 7.1048 -1.8781 0.0433
H -4.6342 4.0279 -0.2409
H 6.8939 -2.0861 1.7934
H -1.4914 4.0171 1.8340
H -5.0467 -3.1308 -3.1788
H 2.8129 -2.0579 0.8138
H -3.8906 -1.9384 -2.5473
H 3.8932 0.5775 -0.9761
H 5.5906 0.2247 -1.3203
H -4.0946 -5.0122 -4.7308
H -2.7623 -4.1005 -2.8112
H 3.0603 -0.2892 2.8993
H -1.0692 -0.9091 -0.4660
H 3.7763 -2.5225 2.2232
H -1.5598 0.6867 2.9163
H -3.1390 -2.6367 0.0781
H 4.3674 -1.0226 -1.5085
H -4.3689 5.0868 1.1528
H -3.6609 -1.7653 2.5580
H 7.4091 -0.5342 1.1529
H 2.7443 2.5804 2.2061
H 3.1014 1.6133 0.7825
H -1.9445 5.7286 1.7950
H -2.0436 2.7228 -0.1557
H -2.3540 -5.0415 -5.0570
H -0.6113 5.1420 0.7864
H -1.8721 -2.1686 -4.6392
```

- largest force on an atom (eV/Å) = 0.39
- net charge = +1
- LUMO (hartree) = -0.1187
- molar mass (g mol⁻¹) = 419.943
- spin multiplicity = 1
- orbital gap (eV) = 9.08
- HOMO (hartree) = -0.45252

***

Record 2
A molecular structure, C13H33N3O13PS2V. Source: the OMol25 dataset; level of theory: ωB97M-V with the def2-TZVPD basis set.

Structure (XYZ):
```
66
Properties=species:S:1:pos:R:3
V 1.1453 -0.3440 1.2621
S 1.6761 2.2314 5.6341
S 1.2965 3.0392 0.3536
P -0.7557 -1.0870 -1.7783
O -2.6101 -1.0649 2.9696
O 3.7660 -0.1541 -2.0866
O 0.3037 -3.2724 3.2205
O 1.4573 -2.4485 1.4765
O 4.7480 0.7145 -0.2713
O 2.7584 -0.3136 -0.1147
O 1.1923 -4.6529 1.6961
O -0.8107 -0.1985 1.9491
O 2.0334 0.8099 5.4970
O -2.8428 0.6770 1.5914
O 0.0687 -0.5517 -0.6784
O 0.7740 1.7363 0.7864
O 2.0716 0.1498 2.4374
N 0.0503 -1.4381 -3.1934
N -1.5445 -2.4810 -1.3972
N -1.8018 0.0856 -2.3167
C 1.7062 2.8900 -1.3898
C -0.1529 4.0811 0.1477
C 0.6894 -0.3426 -3.8987
C 0.9512 -3.3904 2.2161
C -2.6182 -0.0405 -3.4910
C 0.6555 2.6331 4.1991
C 3.7679 0.0995 -0.7235
C 0.8398 -2.6729 -3.2293
C 0.3362 2.3067 6.8438
C -2.0458 -0.2751 2.2234
C -2.2324 -3.3118 -2.3847
C -1.9660 1.3351 -1.5611
C -1.2907 -3.0886 -0.0830
H -2.2708 0.5980 -4.3177
H 1.5729 0.0330 -3.3572
H -1.3318 2.0980 -2.0307
H -0.5962 4.1542 1.1409
H -1.7188 1.1802 -0.5165
H -2.6929 -1.0501 -3.8786
H 0.1735 3.5964 4.4092
H -0.3421 3.1036 6.5165
H 0.8006 -3.2078 -2.2831
H -3.0081 1.6494 -1.6411
H -3.1102 -2.7930 -2.7758
H -3.6583 0.5371 2.0934
H 0.4959 -3.3228 -4.0435
H 0.1339 5.0601 -0.2273
H 1.8849 -2.4430 -3.4469
H -0.4486 -3.7822 -0.1158
H -0.2477 1.3884 6.8293
H 0.7156 2.5577 7.8289
H 0.8526 2.4321 -1.8862
H -0.8761 3.5940 -0.5058
H -3.6387 0.2835 -3.2509
H 0.0148 0.5039 -4.0116
H 1.8555 3.8843 -1.8207
H 4.6368 0.1760 -2.3437
H -2.5116 -4.2305 -1.8787
H -1.6193 -3.5354 -3.2630
H 1.7143 -4.4252 0.9136
H 1.2815 2.7662 3.3232
H -0.1012 1.8636 4.0532
H 1.0701 -0.7070 -4.8541
H -2.1725 -3.6488 0.2363
H 2.6517 2.3612 -1.4844
H -1.1261 -2.3358 0.6820
```

- largest force on an atom (eV/Å) = 2.30
- <S²> = 0.777
- net charge = -1
- LUMO (spin up / spin down) (hartree) = 0.0747 / 0.0747
- molar mass (g mol⁻¹) = 585.467
- spin multiplicity = 2
- orbital gap (spin up / spin down) (eV) = 7.83 / 7.92
- HOMO (spin up / spin down) (hartree) = -0.21312 / -0.21648

***

Record 3
4 unconnected molecules or ions with the total composition C13H33NO3S2. Source: the OMol25 dataset; level of theory: ωB97M-V with the def2-TZVPD basis set.

Structure (XYZ):
```
52
Properties=species:S:1:pos:R:3
S -8.1196 -8.9201 -37.6110
S -6.1101 -12.2042 -36.0970
O -5.1216 -11.6820 -35.1370
O -7.8811 -8.1699 -38.8972
O -9.1411 -11.4144 -35.6629
N -8.1511 -11.0948 -31.9831
C -8.0518 -13.1644 -30.5453
C -10.7344 -8.5312 -33.0455
C -5.4433 -12.2504 -37.6990
C -7.2337 -13.3294 -31.8346
C -6.9746 -10.3247 -31.4380
C -9.0777 -10.2398 -32.7778
C -9.5213 -7.9596 -36.7531
C -7.6302 -12.1944 -32.8708
C -6.9778 -8.4331 -36.4080
C -6.3369 -13.9491 -35.8676
C -9.9173 -9.3236 -32.1803
C -8.7623 -11.8384 -30.7947
C -11.5789 -7.6616 -32.3296
H -5.5454 -14.6244 -36.1514
H -8.4263 -12.5575 -33.5041
H -6.8579 -14.1669 -34.9184
H -9.3184 -6.9497 -36.5328
H -5.9312 -8.4155 -36.8438
H -11.3069 -7.3445 -31.3063
H -9.1714 -12.0674 -36.3261
H -10.3647 -9.7749 -31.3051
H -6.2098 -10.7754 -30.8897
H -8.7310 -14.0822 -30.7060
H -11.8045 -6.6534 -32.6538
H -11.3598 -9.3763 -33.5338
H -4.2356 -12.3255 -37.5975
H -9.2895 -8.4170 -31.8880
H -6.8766 -11.9545 -33.6202
H -7.4176 -9.5603 -30.7260
H -7.4310 -13.3728 -29.8337
H -7.2498 -14.1448 -36.3810
H -5.8503 -13.3254 -38.2025
H -10.3620 -7.9374 -37.3715
H -6.8195 -9.2353 -35.7596
H -12.6000 -8.2588 -31.9526
H -9.9182 -10.8129 -33.1559
H -9.7973 -12.0209 -30.9816
H -9.7332 -8.5238 -35.9475
H -6.3045 -9.7587 -32.0949
H -5.5722 -11.4273 -38.5412
H -8.5646 -9.8097 -33.5986
H -7.3779 -14.1813 -31.9888
H -8.8400 -11.2382 -29.8781
H -10.0987 -8.1480 -33.8705
H -6.2223 -13.1666 -31.7321
H -7.2207 -7.5264 -35.9959
```

- largest force on an atom (eV/Å) = 13.48
- LUMO (hartree) = 0.0043
- molar mass (g mol⁻¹) = 315.545
- spin multiplicity = 1
- orbital gap (eV) = 6.25
- HOMO (hartree) = -0.22523

***

Record 4
A molecular structure, C13H34AlB2Ca2F5KN2O15S. Source: the OMol25 dataset; level of theory: ωB97M-V with the def2-TZVPD basis set.

Structure (XYZ):
```
76
Properties=species:S:1:pos:R:3
Ca -2.1926 -1.5896 -0.3543
Ca 1.9281 -1.9391 -0.3085
K 5.2047 -6.7592 0.6299
S 2.6039 -0.0358 1.5469
Al -1.6745 -2.3728 -3.6481
F -2.6029 -3.7412 -3.4787
F -2.2958 -1.2276 -2.4516
F -1.8156 -1.6458 -5.1290
F 0.3316 4.4210 -6.4709
F -0.0812 -2.6591 -3.1908
O 1.4490 2.9638 5.3348
O -0.8719 1.4975 -0.6578
O 2.8420 -4.6284 -0.5899
O 2.3628 1.1606 2.4422
O 3.8906 -0.1280 0.9411
O -0.8804 3.1480 5.0263
O -1.6107 5.6602 -2.6773
O 4.7945 -6.7409 -2.6482
O 1.1128 -1.3395 5.7943
O 2.5201 -9.5220 2.0594
O -5.8906 -2.9759 -0.9448
O 2.3258 -1.2975 2.1872
O 1.3794 0.2647 0.4884
O 3.5844 -7.5659 2.2164
O 2.5094 -8.0254 0.3959
N 0.6386 0.5613 3.9497
N -0.0764 3.6135 -3.5446
C 0.8223 1.2355 2.7088
C 0.5858 2.7299 2.9102
C -2.2524 4.4036 -2.7628
C 2.8601 -8.4375 1.5952
C -2.1008 6.6721 -3.5591
C 3.0102 -5.6754 -1.3200
C 4.6189 -5.7016 -1.9359
C -2.5441 0.5080 2.7487
C 0.2760 0.5443 1.4327
C -2.5201 0.9836 1.2869
C -1.7622 3.8713 -5.2036
C 2.2746 -1.9925 6.0473
C -1.5603 3.4979 -3.7746
B 0.3649 2.9334 4.4895
B -1.0306 1.0102 0.6630
H 0.2079 3.1923 -2.6581
H -1.8721 1.1147 3.3525
H 2.3562 -5.7758 -2.2074
H -2.9864 1.9621 1.1432
H -0.0284 -0.2001 3.9099
H 5.2499 -5.6160 -1.0315
H -2.1705 3.9620 -1.7639
H 4.7655 -4.7212 -2.4369
H -3.3153 4.4936 -2.9968
H 2.1627 -3.0374 6.4219
H -2.1981 -0.5267 2.8160
H 2.9659 -2.1176 5.1674
H -3.1613 0.2979 0.7087
H -1.5097 6.7093 -4.4750
H -1.4058 3.0879 -5.8653
H -3.5445 0.5735 3.1690
H 1.5021 0.1664 4.3392
H 2.9356 -1.5168 6.8172
H -1.2017 0.8618 -1.3012
H 2.9176 -6.6861 -0.7985
H -2.0078 7.6264 -3.0434
H -1.1968 4.7587 -5.4884
H -0.2716 3.1199 2.3526
H 0.1439 4.6125 -3.4904
H -2.8102 4.0528 -5.4625
H -3.1483 6.5003 -3.8127
H -1.8544 2.4619 -3.5904
H 1.4681 3.3044 2.6264
H -5.9633 -3.6418 -1.6367
H 0.4453 3.1977 -4.3281
H -6.7964 -2.7088 -0.7633
H -1.5839 3.0579 4.3788
H 1.4235 2.1962 5.9235
H -0.0450 -0.4413 1.7800
```

- largest force on an atom (eV/Å) = 2.53
- net charge = -1
- LUMO (hartree) = -0.0326
- molar mass (g mol⁻¹) = 753.331
- spin multiplicity = 1
- orbital gap (eV) = 3.02
- HOMO (hartree) = -0.14356